# 1
C17H8ClF6O5PdS | ωB97M-V/def2-TZVPD

Each line ends with the Mulliken charge.
CARTESIAN COORDINATES (ANGSTROEM)
Pd: -0.0460 0.1526 0.1115  0.34
Cl: 0.6030 -6.9272 -1.6456  -0.26
C: 0.5770 -5.3533 -0.8923  0.29
C: 0.4906 -5.2660 0.5079  -0.51
C: 0.5056 -4.0439 1.1196  -0.45
C: 0.6129 -2.8272 0.3814  0.50
O: 0.6382 -1.7156 0.9936  -0.89
C: 0.6755 -2.9512 -1.0511  0.69
C: 0.7459 -1.8098 -1.8977  -0.07
O: 0.9464 -0.6257 -1.5853  -0.67
C: 0.6454 -4.2256 -1.6552  -0.88
H: 0.3874 -6.1736 1.0883  0.39
H: 0.4134 -3.9558 2.1940  0.43
H: 0.6463 -2.0158 -2.9751  0.37
H: 0.6951 -4.3021 -2.7352  0.34
F: -0.0687 9.3180 -2.4694  -0.26
C: 1.0224 8.5527 -2.7133  0.84
F: 1.2699 8.6454 -4.0357  -0.29
F: 2.0528 9.1702 -2.0822  -0.26
C: 0.8494 7.1451 -2.2496  0.41
C: 0.6026 6.9102 -0.9007  -0.69
C: 0.4885 5.6150 -0.4364  -0.64
C: 0.6225 4.5296 -1.3122  0.08
C: 0.8495 4.7845 -2.6698  -0.57
C: 0.9645 6.0814 -3.1348  -0.47
C: 0.5331 3.1900 -0.8365  -1.14
C: 0.5313 2.0421 -0.4438  1.17
H: 0.5035 7.7494 -0.2234  0.36
H: 0.2993 5.4182 0.6097  0.44
H: 0.9399 3.9465 -3.3470  0.45
H: 1.1458 6.2762 -4.1831  0.43
F: -2.3406 -1.9936 1.8690  -0.25
C: -2.7799 -1.2097 0.8861  0.70
F: -4.0987 -1.3901 0.7904  -0.25
F: -2.2714 -1.6788 -0.2761  -0.23
S: -2.3945 0.6297 1.1668  1.43
O: -3.5411 1.0800 1.8969  -0.67
O: -2.2508 1.1263 -0.1845  -0.55
O: -1.1435 0.6582 1.9377  -0.63

Summary:
orbital gap (spin up / spin down): 7.063 / 7.065 eV
net charge: -1


# 2
C8H15F4NO4Si2 | ωB97M-V/def2-TZVPD

Each line ends with the Mulliken charge.
CARTESIAN COORDINATES (ANGSTROEM)
O: 5.2907 -0.0353 1.3224  -0.40
C: 4.6230 -0.2554 0.4184  0.61
F: 4.6362 0.6375 -0.5830  -0.21
N: 3.7908 -1.3858 0.2835  -0.26
C: 2.4347 -1.1320 0.8225  0.32
O: 2.2886 -1.1501 1.9940  -0.46
Si: 0.8924 -0.7998 -0.3062  -0.02
C: -0.6111 -1.0276 0.8081  -0.32
C: -1.1781 -2.4756 0.5516  -0.83
C: -1.9087 -2.6223 -0.8069  -0.28
O: -1.3379 -3.6909 -1.5736  -0.56
O: 1.1236 0.7564 -0.9195  -0.08
Si: -0.1890 1.4328 -1.7487  0.38
C: -0.6185 3.0531 -0.8316  -0.74
C: -0.7560 2.7735 0.7049  -0.67
C: -2.2029 2.5354 1.1466  0.90
F: -2.3129 1.6901 2.1680  -0.27
F: -2.7106 3.7011 1.5812  -0.30
F: -2.9745 2.0977 0.1510  -0.26
H: 4.2043 -2.0593 0.9330  0.33
H: 0.8811 -1.8469 -1.3346  -0.11
H: -1.4258 -0.3062 0.6448  0.22
H: -0.3382 -0.9759 1.8765  0.48
H: -0.3487 -3.2053 0.5416  0.32
H: -1.9085 -2.6813 1.3473  0.38
H: -1.9446 -1.6966 -1.4071  0.18
H: -2.9576 -2.9179 -0.5983  0.33
H: -1.4812 -3.5363 -2.5155  0.31
H: 0.0885 1.7419 -3.1566  -0.19
H: -1.3276 0.4999 -1.6009  -0.12
H: 0.2790 3.6892 -0.9381  0.33
H: -1.5003 3.5530 -1.2561  0.40
H: -0.4104 3.6746 1.2380  0.34
H: -0.0897 1.9643 1.0435  0.25

Summary:
orbital gap: 10.378 eV
net charge: 0


# 3
C14H25NO3 | ωB97M-V/def2-TZVPD

Each line ends with the Mulliken charge.
CARTESIAN COORDINATES (ANGSTROEM)
C: -3.4295 -2.4202 -0.6008  -1.11
C: -3.4338 -1.8016 0.5677  0.31
C: -3.9051 -0.3896 0.7621  -0.78
N: -2.7957 0.4815 1.1068  -0.16
C: -2.2060 1.2660 0.1731  0.15
O: -2.6765 1.4380 -0.9326  -0.67
C: -0.9442 1.9788 0.6367  -0.70
C: 0.1952 1.8139 -0.3847  0.17
C: 1.1716 2.9810 -0.2596  -1.71
C: 0.9245 0.4655 -0.1796  0.80
C: 1.8621 0.1174 -1.3410  -0.84
C: 2.6231 -1.1989 -1.1224  -0.63
C: 4.0330 -1.0230 -0.5552  -0.85
C: 4.0739 -0.4370 0.8542  0.20
C: 5.4844 -0.4701 1.4316  -1.49
C: -0.1136 -0.6239 -0.0176  0.03
O: -0.4166 -1.1124 1.0456  -0.62
O: -0.6896 -0.9797 -1.1581  -0.41
H: -3.0752 -3.4328 -0.7093  0.36
H: -3.8174 -1.9478 -1.4895  0.34
H: -3.0366 -2.2841 1.4511  0.22
H: -4.6478 -0.3467 1.5661  0.30
H: -4.3381 0.0045 -0.1599  0.38
H: -2.2658 0.2213 1.9253  0.33
H: -1.1982 3.0390 0.7097  0.43
H: -0.6315 1.6291 1.6213  0.33
H: -0.2528 1.8203 -1.3837  0.37
H: 0.6509 3.9212 -0.4246  0.47
H: 1.9691 2.9094 -0.9932  0.38
H: 1.6149 3.0020 0.7342  0.34
H: 1.4803 0.5130 0.7607  0.12
H: 2.5818 0.9221 -1.4886  0.45
H: 1.2550 0.0428 -2.2442  0.43
H: 2.7138 -1.7147 -2.0808  0.25
H: 2.0496 -1.8494 -0.4584  0.31
H: 4.5168 -2.0031 -0.5371  0.42
H: 4.6134 -0.3853 -1.2268  0.31
H: 3.4048 -1.0085 1.5015  0.28
H: 3.7264 0.5973 0.8334  0.08
H: 6.1675 0.0966 0.8022  0.33
H: 5.5002 -0.0391 2.4301  0.40
H: 5.8482 -1.4934 1.4945  0.36
H: -1.4306 -1.5977 -0.9995  0.33

Summary:
orbital gap: 10.469 eV
energy relative to the best compared isomer or geometry (same formula, charge and spin): 28.5 kcal/mol
SMILES string: C=CCNC(=O)C[C@@H](C)[C@H](CCCCC)C(=O)O
net charge: 0


# 4
C3H5NO2 | ωB97M-V/def2-TZVPD

Each line ends with the Mulliken charge.
CARTESIAN COORDINATES (ANGSTROEM)
O: -1.7791 -1.3544 1.3529  -0.56
C: -0.9093 -0.7879 0.7480  0.52
N: -0.6924 0.5757 0.6662  -0.28
C: 0.1687 0.8154 -0.4728  -0.40
C: 1.0383 -0.4281 -0.3723  -0.34
O: 0.0584 -1.4156 0.0031  -0.33
H: -1.4927 1.1610 0.8531  0.26
H: -0.3781 0.7190 -1.4214  0.25
H: 0.6704 1.7834 -0.4394  0.33
H: 1.8016 -0.4145 0.4132  0.26
H: 1.5141 -0.6540 -1.3307  0.29

Summary:
orbital gap: 10.981 eV
energy relative to the best compared isomer or geometry (same formula, charge and spin): 5.9 kcal/mol
SMILES string: O=C1NCCO1
net charge: 0


# 5
C8H14FNO3 | ωB97M-V/def2-TZVPD

Each line ends with the Mulliken charge.
CARTESIAN COORDINATES (ANGSTROEM)
C: 3.5235 2.4845 0.0320  -0.74
O: 2.3825 1.9625 0.7482  -0.26
C: 1.9017 2.8810 1.6052  0.70
O: 2.3390 2.9971 2.6633  -0.50
O: 0.8890 3.6511 1.2221  -0.36
C: 0.1401 3.1500 0.1020  -0.33
C: -0.5010 1.7828 0.3521  -0.22
F: -0.0809 0.9571 -0.6654  -0.31
H: 3.2482 3.4173 -0.4600  0.34
H: 3.8372 1.7219 -0.6622  0.22
H: 4.2987 2.7136 0.7618  0.33
H: 0.7696 3.1008 -0.7787  0.23
H: -0.6662 3.8439 -0.0924  0.33
H: -0.2652 1.3716 1.3320  0.29
H: -1.5823 1.8190 0.2695  0.30
C: -0.6227 -3.0260 0.3675  -1.12
C: -1.5522 -3.9472 -0.4150  -0.42
C: -2.2899 -3.2272 -1.5507  -0.37
C: -3.1268 -2.1429 -1.0157  0.23
N: -3.7757 -1.3111 -0.6038  -0.43
H: -1.1766 -2.2240 0.8578  0.32
H: -0.0989 -3.5822 1.1452  0.34
H: 0.1246 -2.5747 -0.2880  0.30
H: -2.2794 -4.3892 0.2692  0.29
H: -0.9704 -4.7685 -0.8378  0.31
H: -2.9303 -3.9264 -2.0882  0.28
H: -1.5803 -2.8038 -2.2622  0.27

Summary:
orbital gap: 11.449 eV
energy relative to the best compared isomer or geometry (same formula, charge and spin): 26.1 kcal/mol
SMILES string: COC(=O)OCCF.CCCC#N
net charge: 0


# 6
C8H9BrN3OS | ωB97M-V/def2-TZVPD

Each line ends with the Mulliken charge.
CARTESIAN COORDINATES (ANGSTROEM)
C: -0.1589 -1.6779 -0.9821  -0.46
C: 0.2532 -1.5662 0.3442  0.20
C: -0.7185 0.3476 -0.2597  0.23
C: -1.5163 2.2943 -1.6787  -0.45
C: -1.2418 -0.0702 -2.5058  -0.06
C: -1.1527 2.0514 -0.3520  0.09
C: -1.5756 1.2136 -2.7054  -0.07
C: 0.8494 -2.6273 1.2259  -1.21
N: -0.7890 -0.4892 -1.3183  0.06
N: -0.0478 -0.2806 0.6951  0.11
N: 0.5939 3.5040 0.4912  -0.47
O: -0.4159 2.0859 2.1743  -0.57
S: -0.8027 3.0502 1.2332  0.53
Br: -2.3483 1.6653 -4.3906  -0.13
H: -0.1820 -2.4402 -1.6599  0.53
H: -1.6385 3.2976 -1.9316  0.48
H: -1.4628 -0.8431 -3.2078  0.44
H: 1.8707 -2.8495 0.8086  0.31
H: 0.9466 -2.1977 2.1888  0.34
H: 0.2857 -3.5527 1.1137  0.34
H: 0.0668 0.1466 1.5906  0.23
H: 0.9057 4.4702 0.1543  0.26
H: 1.3858 2.9926 0.8917  0.28

Summary:
orbital gap: 9.059 eV
net charge: +1